The following is a quantum chemistry calculation of 2 unconnected molecules or ions with the total composition C2H10NO, from the OMol25 dataset.

Geometry as ORCA input:
```
! RIJCOSX wB97M-V def2-TZVPD def2/J DEFGRID3
* xyz 0 2
O 1.221 0.961 0.488
N -0.561 -1.153 -0.387
C -1.384 -1.122 -1.664
C 1.205 1.536 1.811
H -2.427 -0.934 -1.421
H 0.437 -1.104 -0.708
H -1.200 -0.331 -2.393
H -1.044 -2.046 -2.150
H 0.170 1.921 1.958
H 1.898 2.382 1.939
H 1.539 0.697 2.415
H 1.593 1.572 -0.164
H -0.666 -0.313 0.207
H -0.782 -2.068 0.069
*
```

Calculated values
Kohn-Sham gap (alpha / beta)	4.343 / 11.486	eV
⟨S²⟩	0.750
highest occupied orbital energy (alpha / beta)	-3.34 / -10.81	eV
E_LUMO (alpha / beta)	1.00 / 0.68	eV

The following is a quantum chemistry calculation of 2 unconnected molecules or ions with the total composition C2H10NO, from the OMol25 dataset.

Geometry as ORCA input:
```
! RIJCOSX wB97M-V def2-TZVPD def2/J DEFGRID3
* xyz 0 2
O -0.343 0.698 -0.135
N -1.621 -0.387 2.034
C 1.246 -0.381 -1.634
C 1.080 0.607 -0.550
H 0.634 -0.207 -2.528
H -1.933 -0.715 2.956
H 1.279 1.649 -0.817
H 1.672 0.282 0.305
H -0.684 1.253 -0.850
H -1.969 -1.133 1.358
H 2.243 -0.410 -2.089
H 1.140 -1.477 -1.487
H -2.106 0.493 1.707
H -0.637 -0.272 1.728
*
```

Calculated values
Kohn-Sham gap (alpha / beta)	4.519 / 11.758	eV
⟨S²⟩	0.750
highest occupied orbital energy (alpha / beta)	-3.62 / -11.12	eV
E_LUMO (alpha / beta)	0.90 / 0.64	eV

Summary of energy relative to the best compared isomer or geometry (same formula, charge and spin) in eV
1.026 0.610
(order as listed above)
Summary of max |F| in eV/Å
2.04 3.22
(order as listed above)